The following is a quantum chemistry calculation of C18H10Br4FN3O5SSeV as an isolated structure in a non-equilibrium geometry, from OMol25.

Element x y z (Å)
V: -0.661 0.217 -0.802
Br: -6.888 -2.156 0.864
C: -5.126 -1.483 1.064
C: -4.484 -1.516 2.294
Br: -5.365 -2.223 3.819
C: -3.177 -1.022 2.415
Br: -2.225 -1.051 4.056
C: -2.478 -0.489 1.321
O: -1.280 -0.025 1.355
C: -3.168 -0.439 0.070
O: -2.502 0.125 -0.929
C: -4.447 -0.939 -0.044
Br: -5.239 -0.847 -1.763
Se: -1.628 -2.261 -4.924
N: -1.070 -0.890 -5.963
C: -0.737 0.082 -5.137
C: -0.258 1.363 -5.505
C: -0.010 2.268 -4.486
C: -0.181 1.959 -3.148
N: -0.599 0.727 -2.715
C: -0.916 -0.207 -3.696
N: -1.393 -1.375 -3.385
H: -0.113 1.611 -6.548
H: 0.349 3.262 -4.731
H: 0.040 2.687 -2.384
F: -0.258 -1.530 -0.654
C: 4.331 -1.039 4.522
C: 3.625 -0.362 3.373
C: 2.329 -0.718 3.019
C: 1.686 -0.135 1.935
C: 2.351 0.838 1.202
C: 3.643 1.221 1.549
C: 4.271 0.623 2.630
S: 1.684 1.492 -0.318
O: 2.497 2.638 -0.633
O: 1.707 0.371 -1.250
O: 0.252 1.858 -0.070
H: 3.658 -1.716 5.050
H: 4.715 -0.311 5.241
H: 5.182 -1.623 4.162
H: 1.804 -1.472 3.595
H: 0.670 -0.423 1.690
H: 4.132 1.988 0.964
H: 5.279 0.921 2.900

Summary:
Net charge ... -2
Highest occupied orbital energy (alpha / beta) ... -0.0006 / 0.0027 Eh
Spin multiplicity ... 2
Energy relative to the best compared isomer or geometry (same formula, charge and spin) ... 40.1 kJ/mol
Electronic energy ... -15372.1075 hartree
Maximum force ... 1.2 eV/A

Results of the Löwdin charge analysis, in e, for atoms 1 through 2: V 1.0173; Br 0.6288

---

The following is a quantum chemistry calculation of one molecule with the formula C3H6BNO2 in a non-equilibrium geometry, from OMol25.

Element x y z (Å)
C: -2.387 0.237 0.354
O: -1.139 0.788 0.582
B: -0.011 0.195 0.101
C: -0.055 -1.226 -0.556
N: 0.023 -2.182 -1.151
O: 1.144 0.804 0.393
C: 2.389 0.301 -0.026
H: -3.144 0.944 0.699
H: -2.573 -0.749 0.775
H: -2.489 0.125 -0.658
H: 2.540 -0.809 0.252
H: 3.222 0.971 0.407
H: 2.479 0.602 -1.170

Summary:
Highest occupied orbital energy ... -0.4046 Eh
Energy relative to the best compared isomer or geometry (same formula, charge and spin) ... 91.5 kJ/mol
Electronic energy ... -348.0514 hartree
Maximum force ... 2.9 eV/A

Results of the Löwdin charge analysis, in e, for atoms 1 through 2: C -0.0922; O 0.0607

---

The following is a quantum chemistry calculation of C4H10FN as an isolated structure in a non-equilibrium geometry, from OMol25.

Element x y z (Å)
C: 0.824 1.564 0.011
C: -0.641 -0.441 -1.445
C: -0.265 -1.084 1.270
C: 0.696 -0.241 -0.689
N: 0.777 -1.230 0.333
F: 1.812 -0.270 -1.489
H: 1.476 1.359 0.858
H: 1.310 2.107 -0.857
H: -0.176 1.931 0.313
H: -0.825 -1.531 -1.619
H: -0.422 -0.042 -2.507
H: -1.340 0.285 -1.014
H: -1.174 -1.269 0.647
H: -0.155 -1.745 2.063
H: -0.143 -0.139 1.839
H: 1.604 -1.217 0.827

Summary:
Highest occupied orbital energy ... -0.3188 Eh
Energy relative to the best compared isomer or geometry (same formula, charge and spin) ... 181.2 kJ/mol
Electronic energy ... -312.9499 hartree
Maximum force ... 3.9 eV/A

Results of the Löwdin charge analysis, in e, for atoms 1 through 2: C 0.0136; C -0.0480

---

The following is a quantum chemistry calculation of one molecule with the formula C2H3N in a non-equilibrium geometry, from OMol25.

Element x y z (Å)
C: 0.135 -0.041 0.460
C: -0.573 0.173 -1.962
N: -0.530 0.028 -0.796
H: 0.633 0.917 0.623
H: -0.551 -0.248 1.282
H: 0.886 -0.831 0.393

Summary:
Highest occupied orbital energy ... -0.4145 Eh
Energy relative to the best compared isomer or geometry (same formula, charge and spin) ... 107.1 kJ/mol
Electronic energy ... -132.7109 hartree
Maximum force ... 1.4 eV/A

Results of the Löwdin charge analysis, in e, for atoms 1 through 2: C -0.1185; C -0.0005